Version w
A gas-phase ion, C4H10NO (charge -1), computed with ωB97M-V with the def2-TZVPD basis set.

Calculated values
Highest occupied orbital energy = -1.43 eV
Net charge = -1
Frontier orbital gap = 5.527 eV
SMILES string = CN[C@H](C)C[O-]

Cartesian coordinates (Å):
O1 1.43364 1.14622 2.15505
N1 0.88993 -0.42476 -0.78999
C1 0.09094 0.23229 -1.79715
C2 0.59443 1.10323 1.16491
C3 -1.19119 -0.86283 0.61884
C4 0.29032 -0.57651 0.55127
H1 0.76584 1.70449 0.21652
H2 -0.30806 -0.61818 -2.38887
H3 -0.81094 0.70061 -1.39289
H4 -0.42786 1.31550 1.65529
H5 -1.48272 -1.15166 -0.38541
H6 1.88839 -0.41097 -0.72884
H7 -1.88864 -0.16999 1.06461
H8 0.86446 -1.20893 1.22267
H9 -1.31922 -1.79131 1.19317
H10 0.61068 1.01280 -2.35917

---

Version x
A gas-phase ion, C4H10NO (charge -1), computed with ωB97M-V with the def2-TZVPD basis set.

Calculated values
Highest occupied orbital energy = -2.19 eV
Net charge = -1
Frontier orbital gap = 6.361 eV
SMILES string = C[C@@H](N)CC[O-]

Cartesian coordinates (Å):
O1 0.37587 1.64535 1.55027
N1 0.08859 -1.67090 -1.53087
C1 -0.35661 -0.48006 -0.74835
C2 0.16535 -0.63054 0.69276
C3 0.17332 0.77728 -1.43278
C4 -0.35711 0.53328 1.59031
H1 -1.44634 -0.45682 -0.67277
H2 -0.28953 1.65163 -0.99066
H3 -0.57322 -1.90654 -2.26627
H4 1.22722 0.85109 -1.17583
H5 0.04033 0.67434 -2.50451
H6 -0.45982 0.10288 2.62552
H7 -0.01003 -2.46168 -0.89687
H8 -0.17504 -1.62260 1.03069
H9 -1.43292 0.62943 1.25816
H10 1.24533 -0.62515 0.53224

---

Version y
A gas-phase ion, C4H10NO (charge -1), computed with ωB97M-V with the def2-TZVPD basis set.

Calculated values
Highest occupied orbital energy = -2.11 eV
Net charge = -1
Frontier orbital gap = 6.464 eV
SMILES string = C[C@@H](N)CC[O-]

Cartesian coordinates (Å):
O1 -0.84733 0.09741 -2.02958
N1 1.75465 -0.30353 1.33743
C1 0.38756 1.57746 0.67569
C2 -1.30450 -0.70802 -1.05127
C3 0.64007 0.10894 0.45755
C4 -0.56767 -0.77463 0.38927
H1 -1.23752 -1.78475 -1.38907
H2 1.32483 2.14147 0.68144
H3 -0.21778 1.99372 -0.12942
H4 1.57676 0.10167 2.25203
H5 -1.40626 -0.55164 1.06211
H6 -0.12864 1.76334 1.62986
H7 -0.36383 -1.83752 0.51496
H8 1.97456 -1.27352 1.45197
H9 1.07070 0.03665 -0.55968
H10 -2.37142 -0.52699 -0.79686

---

Version z
A gas-phase ion, C4H10NO (charge -1), computed with ωB97M-V with the def2-TZVPD basis set.

Calculated values
Highest occupied orbital energy = -2.25 eV
Net charge = -1
Frontier orbital gap = 6.300 eV
SMILES string = CC[C@H](N)C[O-]

Cartesian coordinates (Å):
O1 2.45584 0.01959 1.66024
N1 0.36682 -1.61300 0.42274
C1 -0.76682 0.52701 -0.18887
C2 0.50491 -0.21816 0.12058
C3 1.39355 0.63519 1.12447
C4 -1.45465 0.13012 -1.53075
H1 1.34948 -1.85133 0.56985
H2 1.60523 1.53458 0.52110
H3 -0.59183 1.60536 -0.26396
H4 -0.26983 -1.83915 1.16942
H5 1.10355 -0.15431 -0.82759
H6 -1.69876 -0.93918 -1.44644
H7 -2.46708 0.52971 -1.61902
H8 -0.67279 0.31354 -2.27616
H9 -1.46279 0.42420 0.66123
H10 0.60519 0.89582 1.90318

---

Relative to the most stable structure, the computed energies are version w 181.5; version x 0.0; version y 29.4; version z 13.0, all in kJ/mol.

---

Version w
A gas-phase ion, C4H10NO (charge -1), computed with ωB97M-V with the def2-TZVPD basis set.

Calculated values
Highest occupied orbital energy = -2.37 eV
Net charge = -1
Frontier orbital gap = 6.694 eV
SMILES string = CCNCC[O-]

Cartesian coordinates (Å):
O1 -1.00280 -0.53892 -1.76101
N1 -0.08194 0.92893 0.57532
C1 1.87121 -0.35081 -0.41241
C2 1.23074 0.35674 0.76678
C3 -1.85523 -0.23693 -0.78801
C4 -1.22536 -0.00486 0.61909
H1 -2.45075 0.72074 -0.94260
H2 -2.66135 -0.99407 -0.59837
H3 1.91290 1.14175 1.13223
H4 1.39425 -1.29809 -0.66856
H5 2.93038 -0.49624 -0.21113
H6 1.15712 -0.30416 1.63350
H7 -0.11530 1.35162 -0.34342
H8 -0.85968 -0.94140 1.04376
H9 1.75618 0.25431 -1.32270
H10 -2.00038 0.41139 1.27756

---

Version x
A molecular structure, C4H10NO, computed with ωB97M-V with the def2-TZVPD basis set.

Calculated values
Highest occupied orbital energy = -2.47 eV
Net charge = -1
Frontier orbital gap = 6.846 eV

Cartesian coordinates (Å):
O1 -1.38813 -0.74304 -1.83718
N1 0.11855 1.59741 0.48919
C1 0.62766 -0.87264 0.26250
C2 -0.06718 0.43347 -0.11372
C3 -1.03599 0.28683 -1.22734
C4 2.10087 -0.68113 0.53917
H1 2.15710 0.12098 1.26117
H2 -0.57128 1.81412 1.20422
H3 2.50227 -1.60193 0.98111
H4 2.68637 -0.44965 -0.34965
H5 -1.56567 1.24990 -1.36489
H6 0.21718 0.51376 -1.39014
H7 -3.35217 0.87008 0.26578
H8 0.36389 -1.59475 -0.51799
H9 -2.99329 0.27330 0.59416
H10 0.19983 -1.21671 1.20365

---

Relative to the most stable structure, the computed energies are version w 0.0; version x 235.8, all in kJ/mol.

---

Version w
2 unconnected molecules or ions with the total composition C9H13N, computed with ωB97M-V with the def2-TZVPD basis set.

Calculated values
Highest occupied orbital energy = -9.17 eV
Frontier orbital gap = 9.986 eV
SMILES string = C#CC(C)(C)C#N.C=CC

Cartesian coordinates (Å):
N1 1.11314 -1.49803 0.95438
C1 0.26254 -0.88252 0.47520
C2 1.96299 0.64646 -1.32574
C3 1.60692 1.19617 -0.16760
C4 -2.05829 -1.31367 1.12490
C5 2.45269 1.18810 1.06665
C6 -1.47381 0.72316 -0.08592
C7 -1.17784 -0.68453 0.03333
C8 -1.36035 -1.38785 -1.31953
C9 -1.47381 1.92918 -0.15949
H1 0.76111 1.93924 -0.17415
H2 -1.89693 -0.82129 2.08208
H3 1.81608 1.19438 1.95228
H4 -3.10671 -1.21446 0.85126
H5 -0.70807 -0.94408 -2.07262
H6 3.07024 0.29685 1.10986
H7 -1.70772 2.95539 -0.20326
H8 -2.39483 -1.28826 -1.65072
H9 3.08554 2.07363 1.09562
H10 2.78953 -0.05716 -1.37612
H11 -1.81784 -2.36897 1.23216
H12 -1.11548 -2.44572 -1.22308
H13 1.37089 0.76398 -2.21950

---

Version x
A single C9H13N molecule, computed with ωB97M-V with the def2-TZVPD basis set.

Calculated values
Highest occupied orbital energy = -8.95 eV
Frontier orbital gap = 9.314 eV
SMILES string = C/C(=C/C=C\C#N)C(C)C

Cartesian coordinates (Å):
N1 -2.61609 -1.59880 -0.15786
C1 1.80193 0.22694 1.10051
C2 -1.62281 1.75617 0.15789
C3 0.42920 -0.37709 0.62211
C4 -2.36393 -0.56429 0.26845
C5 0.04086 0.33270 -0.74657
C6 -2.34692 0.80530 0.73235
C7 0.94310 -0.10803 -1.94748
C8 -0.66309 1.46060 -0.82361
C9 0.67718 -1.88220 0.54372
H1 1.89044 0.53661 2.17263
H2 -3.06898 1.07701 1.50080
H3 -0.23068 -2.35663 0.58913
H4 1.76865 1.18989 0.55861
H5 1.01969 -2.14881 1.50426
H6 -0.74042 2.03234 -1.77059
H7 -1.78650 2.75166 0.50677
H8 1.21541 -1.12507 -1.81673
H9 0.40379 0.19292 -2.89909
H10 1.21839 -2.20915 -0.33610
H11 -0.39721 -0.06293 1.21720
H12 2.61031 -0.38465 0.73651
H13 1.81767 0.45551 -1.71292

---

Relative to the most stable structure, the computed energies are version w 81.5; version x 0.0, all in kJ/mol.

---

Version w
2 unconnected molecules or ions with the total composition C3H7N5, computed with ωB97M-V with the def2-TZVPD basis set.

Calculated values
Highest occupied orbital energy (spin up / spin down) = -7.43 / -8.77 eV
Frontier orbital gap (spin up / spin down) = 7.628 / 8.445 eV

Cartesian coordinates (Å):
N1 -1.51983 -1.23191 0.57756
N2 -1.00695 -0.02853 0.80387
N3 1.03710 1.16765 0.89037
N4 0.95424 -0.74816 -0.23021
N5 -2.02167 1.35123 -0.71715
C1 2.20560 -0.26932 -0.34159
C2 0.25892 0.17286 0.52002
C3 2.24959 0.91823 0.33276
H1 3.03982 -0.71183 -0.87632
H2 0.72293 -1.63103 -0.65760
H3 -2.47962 0.53761 -1.01114
H4 -1.23336 -1.72859 -0.29225
H5 3.02727 1.52382 0.44611
H6 -2.51549 -1.16432 0.73039
H7 -2.71855 1.84229 -0.17482

---

Version x
A single C3H7N5 molecule, computed with ωB97M-V with the def2-TZVPD basis set.

Calculated values
Highest occupied orbital energy = -8.09 eV
Frontier orbital gap = 8.798 eV
SMILES string = NNC1=NCC=NN1

Cartesian coordinates (Å):
N1 -1.15698 1.49099 -0.21074
N2 1.64410 -0.59274 -0.20483
N3 -0.56044 -1.34861 -0.13221
N4 2.80025 0.23538 0.02653
N5 0.03988 0.88432 0.32454
C1 -1.76818 -0.90600 0.20119
C2 -2.01566 0.56178 -0.17611
C3 0.35134 -0.40027 0.10803
H1 -1.87605 -1.13253 1.30591
H2 2.84902 0.82248 0.91065
H3 0.80534 1.60810 0.51183
H4 3.02692 0.76670 -0.87524
H5 -2.90831 0.89560 -0.57962
H6 1.86585 -1.53750 -0.46755
H7 -2.53537 -1.64128 -0.22772

---

Version y
A single C3H7N5 molecule, computed with ωB97M-V with the def2-TZVPD basis set.

Calculated values
Highest occupied orbital energy = -9.18 eV
Frontier orbital gap = 9.860 eV
SMILES string = NCC1=NN=CNN1

Cartesian coordinates (Å):
N1 0.73827 1.03857 -0.30662
N2 -2.55742 -0.66995 0.03655
N3 1.33977 -1.51705 -0.22268
N4 0.07841 -1.01037 0.09492
N5 2.12542 0.76117 0.26527
C1 -0.27332 0.23028 -0.11656
C2 2.28924 -0.69749 -0.10527
C3 -1.70371 0.53503 -0.03379
H1 -1.90744 1.35713 0.81364
H2 3.38974 -0.96329 -0.27008
H3 1.98491 0.63314 1.48776
H4 0.73180 1.74805 -1.04114
H5 -2.13037 -1.35746 -0.70697
H6 -2.14190 -1.01321 1.10516
H7 -1.96338 0.92542 -1.00017

---

Relative to the most stable structure, the computed energies are version w 76.6; version x 0.0; version y 140.7, all in kJ/mol.